The following is a DFT calculation (ωB97M-V/def2-TZVPD) of a gas-phase ion, C4H10NO (charge +1) at a distorted geometry.

Structure (ORCA input):
```
! wB97M-V def2-TZVPD RIJCOSX def2/J DEFGRID3
* xyz 1 1
C -1.795 0.538 0.061
N -0.515 0.682 -0.641
C 0.644 -0.064 -0.062
C 0.448 -1.546 -0.147
C 1.581 0.553 0.819
O 1.991 0.456 -0.516
H -2.432 1.325 -0.099
H -2.238 -0.372 -0.208
H -1.509 0.495 1.077
H -0.232 1.723 -0.574
H -0.741 0.544 -1.647
H 1.325 -2.118 0.139
H 0.319 -1.760 -1.169
H -0.511 -1.852 0.503
H 1.427 1.562 1.064
H 2.239 -0.166 1.398
*
```

Values from the calculation:
Gap between HOMO and LUMO = 11.74 eV
Molar mass = 88.13 g/mol
ΔE to the lowest compared entry with this formula, charge and spin = 57.8 kcal/mol
Maximum force = 3.70 eV/Å
Structure (SMILES) = C[NH2+][C@]1(C)CO1

The following is a DFT calculation (ωB97M-V/def2-TZVPD) of 2 unconnected molecules or ions with the total composition C4H10NO at a distorted geometry.

Structure (ORCA input):
```
! wB97M-V def2-TZVPD RIJCOSX def2/J DEFGRID3
* xyz 1 1
C 1.018 1.214 2.009
C 0.317 0.365 1.017
C 0.771 0.179 -0.220
N 0.152 -0.667 -1.156
C 0.685 -1.051 -2.250
H 0.394 2.070 2.234
H 1.209 0.648 2.899
H 2.006 1.508 1.662
H -0.646 -0.091 1.231
H 1.772 0.509 -0.454
H -0.803 -0.967 -0.905
H 0.121 -1.785 -2.811
H 1.693 -0.754 -2.489
H -2.889 0.375 -0.210
H -3.301 -1.049 -0.272
O -2.500 -0.504 -0.284
*
```

Values from the calculation:
Gap between HOMO and LUMO = 9.35 eV
Molar mass = 88.13 g/mol
ΔE to the lowest compared entry with this formula, charge and spin = 23.1 kcal/mol
Maximum force = 1.24 eV/Å

The following is a DFT calculation (ωB97M-V/def2-TZVPD) of 2 unconnected molecules or ions with the total composition C4H10NO at a distorted geometry.

Structure (ORCA input):
```
! wB97M-V def2-TZVPD RIJCOSX def2/J DEFGRID3
* xyz 1 1
C -3.147 -0.375 0.005
C -2.152 0.616 -0.250
C 2.208 0.735 -0.324
C 0.576 -0.952 -0.080
N 1.539 -0.224 0.672
O -1.038 0.553 0.389
H -4.031 -0.489 -0.455
H -3.107 -1.234 0.668
H -2.124 1.437 -0.977
H 2.667 0.210 -1.111
H 1.617 1.571 -0.736
H 2.994 1.164 0.085
H 0.592 -0.823 -1.103
H 0.123 -1.758 0.473
H 1.095 0.356 1.557
H 2.189 -0.788 1.188
*
```

Values from the calculation:
Gap between HOMO and LUMO (spin up / spin down) = 7.86 / 9.10 eV
Molar mass = 88.13 g/mol
ΔE to the lowest compared entry with this formula, charge and spin = 128.6 kcal/mol
Maximum force = 4.95 eV/Å

The following is a DFT calculation (ωB97M-V/def2-TZVPD) of a gas-phase ion, C4H10NO (charge +1) at a distorted geometry.

Structure (ORCA input):
```
! wB97M-V def2-TZVPD RIJCOSX def2/J DEFGRID3
* xyz 1 1
C -1.221 -2.210 0.403
C 0.014 -1.785 -0.387
N 0.086 -0.309 -0.680
C -0.134 0.543 0.537
C 0.163 2.030 0.150
O 1.290 2.341 -0.106
H -1.082 -1.786 1.395
H -2.145 -1.863 -0.054
H -1.214 -3.288 0.529
H 0.285 -2.442 -1.182
H 0.884 -1.926 0.267
H -0.569 -0.127 -1.433
H 1.019 -0.027 -0.996
H -1.141 0.546 0.921
H 0.677 0.240 1.192
H -0.584 2.763 0.492
*
```

Values from the calculation:
Gap between HOMO and LUMO = 10.67 eV
Molar mass = 88.13 g/mol
ΔE to the lowest compared entry with this formula, charge and spin = 32.7 kcal/mol
Maximum force = 2.49 eV/Å
Structure (SMILES) = CC[NH2+]CC=O

The following is a DFT calculation (ωB97M-V/def2-TZVPD) of a gas-phase ion, C4H10NO2 (charge -1) at a distorted geometry.

Structure (ORCA input):
```
! wB97M-V def2-TZVPD RIJCOSX def2/J DEFGRID3
* xyz -1 1
N 1.884 -0.013 0.269
C 0.603 -0.526 0.883
C 0.066 0.614 1.790
O -0.296 1.715 1.126
C -0.425 -0.926 -0.154
C -0.687 -0.003 -1.373
O -1.084 -0.781 -2.543
H 2.492 0.040 1.086
H 1.755 0.967 0.031
H 0.847 -1.415 1.474
H -0.673 0.030 2.428
H 0.773 0.778 2.662
H -1.385 -1.062 0.372
H -0.195 -1.985 -0.462
H 0.211 0.520 -1.764
H -1.263 0.822 -0.945
H -1.750 -1.359 -2.150
*
```

Values from the calculation:
Gap between HOMO and LUMO = 6.57 eV
Molar mass = 104.13 g/mol
ΔE to the lowest compared entry with this formula, charge and spin = 73.2 kcal/mol
Maximum force = 2.37 eV/Å
Structure (SMILES) = N[C@@H](C[O-])CCO

The following is a DFT calculation (ωB97M-V/def2-TZVPD) of a gas-phase ion, C4H10NO2 (charge -1) at a distorted geometry.

Structure (ORCA input):
```
! wB97M-V def2-TZVPD RIJCOSX def2/J DEFGRID3
* xyz -1 1
O -0.131 -0.612 -2.689
C -1.071 -0.236 -1.863
C -0.726 1.064 -1.014
C 0.403 0.914 -0.011
N 0.025 -0.048 1.035
C 1.177 -0.682 1.624
O 0.870 -1.365 2.807
H -2.112 0.008 -2.208
H -1.339 -1.038 -1.065
H -0.390 1.669 -1.865
H -1.621 1.546 -0.606
H 0.571 1.903 0.439
H 1.308 0.634 -0.563
H -0.576 -0.711 0.544
H 1.687 -1.338 0.908
H 1.883 0.110 1.886
H 0.041 -1.818 2.640
*
```

Values from the calculation:
Gap between HOMO and LUMO = 6.22 eV
Molar mass = 104.13 g/mol
ΔE to the lowest compared entry with this formula, charge and spin = 72.7 kcal/mol
Maximum force = 2.25 eV/Å
Structure (SMILES) = [O-]CCCNCO

The following is a DFT calculation (ωB97M-V/def2-TZVPD) of 2 unconnected molecules or ions with the total composition C4H10NO2 at a distorted geometry.

Structure (ORCA input):
```
! wB97M-V def2-TZVPD RIJCOSX def2/J DEFGRID3
* xyz 1 1
O 1.928 -0.397 -2.381
C 1.284 -1.043 -1.402
C 0.142 -0.139 -0.871
N -0.205 -0.689 0.417
C -1.330 -0.037 1.083
C -1.088 1.431 1.459
O 1.430 -2.207 -1.144
H 2.347 -1.050 -2.956
H 0.494 0.879 -0.891
H -0.720 -0.344 -1.511
H 1.937 -0.425 0.247
H 0.648 -0.659 1.031
H -1.570 -0.663 1.936
H -2.172 -0.076 0.386
H -0.456 1.574 2.336
H -2.078 1.853 1.593
H -0.589 1.992 0.668
*
```

Values from the calculation:
Gap between HOMO and LUMO = 6.33 eV
Molar mass = 104.13 g/mol
ΔE to the lowest compared entry with this formula, charge and spin = 166.3 kcal/mol
Maximum force = 2.24 eV/Å

The following is a DFT calculation (ωB97M-V/def2-TZVPD) of 2 unconnected molecules or ions with the total composition C4H10NO2S at a distorted geometry.

Structure (ORCA input):
```
! wB97M-V def2-TZVPD RIJCOSX def2/J DEFGRID3
* xyz -1 1
C 1.601 1.273 0.438
N 0.215 1.230 0.006
C -0.035 0.274 -1.045
C -1.382 0.525 -1.748
S -2.550 -0.756 -1.174
C -0.106 -1.188 -0.531
O 0.184 -1.464 0.631
H 2.080 0.320 0.691
H 1.611 1.935 1.312
H 2.224 1.713 -0.335
H -0.359 0.929 0.796
H 0.728 0.231 -1.828
H -1.273 0.485 -2.827
H -1.766 1.514 -1.467
H -0.004 -1.982 -1.287
H 3.104 0.014 2.846
H 3.526 1.353 3.426
O 3.336 0.438 3.682
*
```

Values from the calculation:
Gap between HOMO and LUMO = 6.11 eV
Molar mass = 136.20 g/mol
ΔE to the lowest compared entry with this formula, charge and spin = 51.6 kcal/mol
Maximum force = 1.63 eV/Å

The following is a DFT calculation (ωB97M-V/def2-TZVPD) of 2 unconnected molecules or ions with the total composition C4H10NO3 at a distorted geometry.

Structure (ORCA input):
```
! wB97M-V def2-TZVPD RIJCOSX def2/J DEFGRID3
* xyz -1 1
C 0.169 -2.150 -0.802
N 0.691 -0.931 -1.551
C 0.557 1.443 -1.400
C 0.768 0.192 -0.591
C -0.369 0.120 0.533
O 0.111 0.224 1.681
O -1.603 -0.058 0.242
H -0.915 -2.161 -0.524
H 0.725 -2.261 0.124
H 0.265 -2.980 -1.413
H -0.048 -0.925 -2.342
H -0.497 1.945 -1.389
H 1.285 2.100 -0.980
H 0.547 1.570 -2.451
H 1.756 0.061 -0.028
H -1.597 0.681 3.315
H -0.494 1.728 3.616
O -1.350 1.402 3.958
*
```

Values from the calculation:
Gap between HOMO and LUMO = 8.26 eV
Molar mass = 120.13 g/mol
ΔE to the lowest compared entry with this formula, charge and spin = 52.6 kcal/mol
Maximum force = 3.60 eV/Å

The following is a DFT calculation (ωB97M-V/def2-TZVPD) of 2 unconnected molecules or ions with the total composition C4H10NO3.

Structure (ORCA input):
```
! wB97M-V def2-TZVPD RIJCOSX def2/J DEFGRID3
* xyz -1 1
C -1.870 0.449 -0.970
N -0.656 0.059 -0.290
C -0.671 -1.353 0.070
C 0.538 0.411 -1.084
C 1.842 0.036 -0.330
O 2.531 -0.852 -0.866
O 2.038 0.647 0.743
H -2.070 -0.099 -1.902
H -1.816 1.504 -1.212
H -2.733 0.333 -0.316
H -1.523 -1.872 -0.380
H -0.818 -1.485 1.146
H 0.252 -1.876 -0.195
H 0.563 -0.087 -2.055
H 0.511 1.494 -1.180
H 1.975 1.152 2.745
H 0.661 0.579 2.703
O 1.248 0.962 3.371
*
```

Values from the calculation:
Gap between HOMO and LUMO = 8.22 eV
Molar mass = 120.13 g/mol
ΔE to the lowest compared entry with this formula, charge and spin = 29.5 kcal/mol
Maximum force = 0.83 eV/Å